Entry 1:
Density functional theory data (the ωB97M-V functional and the def2-TZVPD basis) for 2 unconnected molecules or ions with the total composition C2H6BrNO.

The gap between HOMO and LUMO (alpha / beta) comes out at 9.60 / 6.55 eV. The calculation puts the LUMO energy (alpha / beta) at -0.3284 / -2.2031 eV.

Each line ends with the Löwdin charge.
Geometry (Å):
C (0.83, -0.07, 0.98)  -0.007
C (-0.61, -0.79, -0.81)  -0.010
N (0.72, -0.66, -0.32)  -0.320
O (1.67, -0.58, -1.16)  -0.184
Br (2.35, 1.73, -2.37)  0.016
H (-0.10, 0.32, 1.33)  0.094
H (1.27, -0.78, 1.63)  0.096
H (1.39, 0.76, 1.01)  0.051
H (-1.02, 0.24, -1.04)  0.133
H (-0.52, -1.36, -1.65)  0.072
H (-1.19, -1.14, -0.06)  0.058

---

Entry 2:
Density functional theory data (the ωB97M-V functional and the def2-TZVPD basis) for a single C2H6BrOP molecule.

Its structure (SMILES) is CP(C)(=O)Br. The gap between HOMO and LUMO comes out at 9.90 eV. The calculation puts the LUMO energy at 0.3724 eV.

Each line ends with the Löwdin charge.
Geometry (Å):
C (-1.05, 1.15, 0.14)  -0.250
C (1.23, -0.80, 0.53)  -0.274
O (0.88, 0.59, -2.08)  -0.543
P (0.04, -0.04, -0.67)  0.387
Br (-1.25, -1.83, -1.01)  0.367
H (-1.70, 1.72, -0.55)  0.068
H (-1.78, 0.49, 0.79)  0.084
H (-0.42, 1.79, 0.61)  -0.005
H (0.44, -1.21, 1.31)  0.070
H (1.48, -1.73, 0.06)  0.001
H (2.13, -0.13, 0.86)  0.095

---

Entry 3:
Density functional theory data (the ωB97M-V functional and the def2-TZVPD basis) for a molecular structure, C2H6Cl.

The gap between HOMO and LUMO (alpha / beta) comes out at 10.46 / 9.21 eV. As for the spin multiplicity: 2. As for the expectation value of S²: 0.755. The calculation puts the LUMO energy (alpha / beta) at 1.0818 / -1.8012 eV.

Each line ends with the Mulliken spin population.
Geometry (Å):
Cl (0.07, -2.59, 0.48)  0.388
H (-0.34, -1.28, 0.27)  -0.041
C (-0.65, -0.03, 0.03)  0.621
C (0.60, 0.78, -0.16)  -0.029
H (-1.25, -0.10, -0.87)  0.000
H (-1.21, 0.25, 0.91)  0.001
H (0.38, 1.83, -0.39)  0.048
H (1.22, 0.76, 0.74)  0.006
H (1.19, 0.38, -0.99)  0.007

---

Entry 4:
Density functional theory data (the ωB97M-V functional and the def2-TZVPD basis) for a gas-phase ion, C2H6Cl2N3 (charge +1).

Its structure (SMILES) is C/[N+](N)=C(\Cl)NCl. The gap between HOMO and LUMO comes out at 9.53 eV. Its net charge is +1. The calculation puts the LUMO energy at -4.9247 eV.

Each line ends with the Löwdin charge.
Geometry (Å):
C (0.13, 0.61, 0.81)  -0.594
C (-1.37, -1.18, -0.08)  -0.019
N (1.50, 1.56, 0.67)  -0.372
N (-0.25, -0.35, 0.03)  -0.214
N (0.67, -0.67, -0.96)  0.137
Cl (-0.63, 0.98, 2.27)  0.845
Cl (1.67, 2.39, -0.87)  0.620
H (-0.82, -2.18, -0.22)  0.142
H (-1.99, -1.26, 0.91)  0.136
H (-2.07, -1.07, -0.97)  0.142
H (1.38, 2.36, 1.30)  0.033
H (1.36, -0.02, -1.13)  0.013
H (0.41, -1.17, -1.78)  0.131

---

Entry 5:
Density functional theory data (the ωB97M-V functional and the def2-TZVPD basis) for a single C2H6Cl2NP molecule.

Its structure (SMILES) is CN(C)P(Cl)Cl. The gap between HOMO and LUMO comes out at 9.83 eV. The calculation puts the LUMO energy at 0.1286 eV.

Each line ends with the Löwdin charge.
Geometry (Å):
C (-0.25, -0.23, -1.14)  -0.212
C (-1.09, 0.11, 1.10)  -0.124
N (0.12, -0.10, 0.25)  -0.633
P (1.63, 0.16, 0.81)  0.316
Cl (2.39, -1.47, -0.01)  0.243
Cl (2.28, 1.76, -0.75)  -0.026
H (0.71, 0.13, -1.67)  0.013
H (-0.62, -1.24, -1.46)  0.089
H (-1.10, 0.53, -1.37)  0.112
H (-1.64, -0.85, 1.29)  0.093
H (-0.67, 0.36, 2.14)  0.084
H (-1.76, 0.85, 0.82)  0.044

---

Entry 6:
Density functional theory data (the ωB97M-V functional and the def2-TZVPD basis) for a single C2H6ClNO3S molecule.

Its structure (SMILES) is O=S(=O)(O)CCNCl. The gap between HOMO and LUMO comes out at 9.83 eV. The calculation puts the LUMO energy at 0.4395 eV.

Each line ends with the Löwdin charge.
Geometry (Å):
C (-0.30, -0.08, -0.69)  -0.178
C (0.08, -0.91, 0.59)  -0.378
H (1.03, 2.92, -0.45)  0.107
H (0.41, -0.42, -1.38)  0.077
H (-1.23, -0.41, -1.16)  0.098
H (1.12, -0.56, 0.83)  0.119
H (-0.66, -0.67, 1.43)  0.125
H (0.90, -2.64, -0.36)  0.111
N (0.10, -2.30, 0.26)  -0.628
O (1.03, 2.00, -0.07)  -0.183
O (-1.02, 2.64, -1.32)  -0.309
O (-1.19, 1.84, 0.97)  -0.235
S (-0.55, 1.73, -0.24)  0.603
Cl (0.27, -3.14, 1.60)  0.670

---

Result set for relative energy (zero: lowest compared OMol25 entry of this formula, charge and spin): 62.09; 42.87; 0.80; 91.41; 1.60; 49.42 kcal per mole, one per record in the order listed.